(1)
The following is a DFT calculation (ωB97M-V/def2-TZVPD) of C37H46N2O4P2S3W as an isolated structure.

**Energy above the lowest of the compared OMol25 structures with the same formula, charge and spin**: 5.11 kJ/mol
**Total charge**: +2
**2S+1**: 3

Each line ends with the Löwdin spin population.
Element x y z (Å)
W 0.892 -0.121 0.345  1.698
C 5.295 1.140 -0.952  0.001
N 5.097 -0.162 -0.311  0.006
C 6.211 -1.101 -0.424  0.001
C 3.948 -0.461 0.252  0.007
O 3.012 0.374 0.333  0.024
C 3.721 -1.844 0.822  0.001
O 2.430 -1.818 1.407  0.027
C 1.884 -3.106 1.623  0.002
C 0.384 -2.914 1.709  0.008
O -0.104 -1.835 1.311  0.019
N -0.361 -3.881 2.208  0.009
C -1.805 -3.704 2.353  0.001
C 0.161 -5.185 2.607  0.001
H 5.975 1.746 -0.354  0.000
H 4.342 1.648 -1.055  0.000
H 5.732 0.977 -1.936  0.000
H 7.140 -0.558 -0.262  0.000
H 6.232 -1.542 -1.421  0.000
H 6.149 -1.891 0.318  0.000
H 4.472 -2.089 1.576  0.000
H 3.765 -2.585 0.017  0.000
H 2.287 -3.537 2.541  0.000
H 2.112 -3.768 0.780  0.000
H -2.050 -2.648 2.309  0.000
H -2.107 -4.112 3.317  0.000
H -2.329 -4.229 1.555  0.000
H 1.137 -5.379 2.172  0.000
H -0.520 -5.953 2.246  0.000
H 0.226 -5.259 3.693  0.000
S 1.076 2.266 -0.514  0.033
P -0.919 1.868 -0.709  0.010
C -0.865 0.145 -0.652  -0.010
P -0.687 -0.975 -1.951  0.018
S 1.284 -1.486 -1.697  0.049
C -1.737 -2.419 -1.739  0.001
C -2.857 -2.347 -0.920  -0.001
C -3.719 -3.433 -0.834  0.000
C -3.448 -4.590 -1.551  0.000
C -2.319 -4.666 -2.361  0.000
C -1.467 -3.581 -2.463  0.001
C -0.999 -0.382 -3.615  0.010
C -0.109 0.534 -4.174  0.001
C -0.376 1.074 -5.420  0.000
C -1.522 0.695 -6.110  -0.001
C -2.405 -0.219 -5.556  0.001
C -2.151 -0.759 -4.304  0.001
C -1.786 2.512 0.732  0.002
C -1.651 3.866 1.042  0.000
C -2.309 4.388 2.142  0.000
C -3.101 3.562 2.935  0.000
C -3.237 2.217 2.625  0.000
C -2.579 1.689 1.521  0.000
C -1.616 2.669 -2.152  0.005
C -0.939 3.708 -2.781  0.001
C -1.529 4.355 -3.857  0.000
C -2.779 3.954 -4.306  0.000
C -3.451 2.910 -3.680  0.000
C -2.876 2.270 -2.596  0.000
H -3.049 -1.437 -0.363  -0.001
H -4.605 -3.374 -0.215  0.000
H -4.123 -5.433 -1.488  0.000
H -2.117 -5.568 -2.923  0.000
H -0.595 -3.630 -3.106  0.000
H 0.785 0.821 -3.632  0.001
H 0.310 1.786 -5.859  0.000
H -1.723 1.113 -7.087  0.000
H -3.292 -0.517 -6.099  0.000
H -2.842 -1.472 -3.874  0.000
H -1.038 4.510 0.421  0.000
H -2.217 5.440 2.381  0.000
H -3.620 3.975 3.789  0.000
H -3.861 1.581 3.239  0.000
H -2.658 0.637 1.272  0.000
H 0.045 4.001 -2.437  0.000
H -1.011 5.169 -4.347  0.000
H -3.235 4.456 -5.148  0.000
H -4.425 2.602 -4.035  0.000
H -3.402 1.463 -2.098  0.000
C 1.548 -0.623 5.017  0.000
C 1.314 0.868 4.819  -0.001
S 1.804 1.348 3.163  0.012
O 0.753 0.588 2.308  0.055
C 1.236 3.050 3.128  0.004
C 2.171 3.977 3.889  0.001
H 1.249 -0.909 6.025  0.000
H 2.601 -0.877 4.892  0.000
H 0.952 -1.197 4.307  0.000
H 1.913 1.468 5.505  0.000
H 0.261 1.140 4.917  0.000
H 0.213 3.043 3.510  0.000
H 1.201 3.279 2.062  0.001
H 2.227 3.737 4.950  0.000
H 1.795 4.996 3.807  0.000
H 3.177 3.961 3.472  0.000


(2)
The following is a DFT calculation (ωB97M-V/def2-TZVPD) of C37H47Br2Zr as an isolated structure in a non-equilibrium geometry.

**Energy above the lowest of the compared OMol25 structures with the same formula, charge and spin**: 584.16 kJ/mol
**Total charge**: -1

Each line ends with the Mulliken charge.
Element x y z (Å)
C -2.936 -2.129 -1.090  -1.924
C -3.007 -1.419 0.218  0.172
C -4.018 -0.490 0.664  0.651
C -5.199 0.022 -0.057  -1.825
C -3.699 -0.065 1.990  -0.508
C -4.448 0.950 2.830  -1.186
C -2.649 -0.932 2.440  2.832
C -2.196 -1.031 3.815  -2.231
C -2.053 -1.614 1.299  0.432
C -0.746 -2.496 1.202  -1.727
Zr -1.706 0.667 0.327  -0.470
C -0.240 -0.248 -1.117  0.927
C -3.062 1.807 -1.013  -1.210
C -0.225 2.621 0.640  -0.256
C -0.028 3.310 -0.663  -1.895
C -1.309 2.867 1.576  0.992
C -2.372 3.940 1.465  -1.432
C -1.087 2.020 2.706  1.819
C -1.953 2.053 3.850  -1.852
C 0.009 1.119 2.383  0.076
C 0.577 0.027 3.208  -1.881
C 0.601 1.583 1.172  1.519
C 1.868 1.051 0.583  -1.540
H -3.889 -2.645 -1.251  0.467
H -2.793 -1.423 -1.918  0.212
H -2.117 -2.864 -1.115  0.325
H -6.211 -0.265 0.295  0.288
H -5.217 1.095 0.052  0.522
H -5.006 -0.096 -1.140  0.478
H -5.023 0.376 3.582  0.388
H -3.832 1.649 3.714  0.378
H -5.117 1.580 2.193  0.378
H -2.492 -1.727 4.603  0.314
H -1.153 -1.197 3.799  0.507
H -1.720 1.158 4.461  0.618
H -0.933 -3.595 1.340  0.320
H -0.343 -2.468 0.202  0.380
H 0.038 -2.207 1.901  0.405
H 0.822 0.050 -1.002  -0.497
H 0.094 -1.263 -0.890  -0.175
H -0.292 -0.144 -2.220  -0.348
H -3.321 2.795 -0.634  0.202
H -2.898 1.885 -2.107  0.421
H -4.161 1.622 -1.060  0.442
H 0.904 3.886 -0.619  0.381
H 0.066 2.589 -1.491  0.187
H -0.866 3.984 -0.873  0.343
H -1.900 4.921 1.210  0.401
H -3.021 3.834 0.626  0.135
H -3.080 3.950 2.328  0.412
H -1.990 2.846 4.601  0.335
H -3.215 1.926 3.171  -0.504
H -2.527 -0.137 4.235  0.505
H 1.541 0.143 3.733  0.363
H -0.076 -0.100 4.101  0.594
H 0.678 -0.839 2.646  0.176
H 2.844 1.530 0.825  0.308
H 1.894 -0.061 0.708  0.358
H 1.788 1.184 -0.480  0.463
Br 1.483 4.006 -6.123  -0.273
C 1.665 2.376 -5.167  0.030
C 0.614 1.435 -5.186  -0.651
C 0.764 0.232 -4.505  -0.355
C 1.962 -0.061 -3.793  1.070
C 2.085 -1.311 -3.093  -0.912
C 3.229 -1.665 -2.381  0.587
C 3.379 -2.842 -1.652  -1.197
C 4.582 -3.156 -0.937  1.231
C 4.718 -4.411 -0.275  -0.609
C 5.877 -4.728 0.426  -0.385
C 6.934 -3.794 0.483  0.032
Br 8.511 -4.207 1.451  -0.275
C 6.835 -2.550 -0.171  -0.564
C 5.674 -2.236 -0.871  -0.538
C 2.994 0.925 -3.759  -0.486
C 2.848 2.129 -4.444  -0.654
H -0.309 1.641 -5.731  0.385
H -0.033 -0.517 -4.509  0.392
H 1.268 -2.037 -3.161  0.123
H 4.069 -0.970 -2.402  -0.142
H 2.555 -3.561 -1.649  0.199
H 3.886 -5.118 -0.331  0.321
H 5.967 -5.692 0.930  0.365
H 7.655 -1.830 -0.135  0.374
H 5.622 -1.262 -1.364  0.291
H 3.912 0.758 -3.189  0.289
H 3.655 2.864 -4.419  0.388